8
Properties=species:S:1:pos:R:3 method="wB97M-V/def2-TZVPD" e_lumo_ev="-9.62 / -9.62" e_above_lowest_kcal_mol=141.7 e_tot_ev=-8608.7094 charge=+1 orbital_gap_ha="0.2250 / 0.2272" max_force_ev_per_a=3.51
C 0.897 -1.080 0.399
C -2.121 0.101 -0.122
N -0.996 0.524 0.032
N 1.690 1.089 0.024
N 1.278 -0.017 0.020
O -3.217 -0.235 -0.210
H 0.794 -2.115 0.673
H 1.674 1.734 -0.815

9
Properties=species:S:1:pos:R:3 method="wB97M-V/def2-TZVPD" e_lumo_ev=3.76 e_above_lowest_kcal_mol=40.1 e_tot_ev=-10671.0590 charge=-1 orbital_gap_ha=0.2814 max_force_ev_per_a=4.07
C -1.668 0.330 0.388
C 2.670 0.060 0.337
N -1.660 0.192 -1.005
N -0.847 -0.608 0.104
N 1.725 -0.385 -0.255
O 3.738 0.379 0.802
O -2.359 1.007 1.089
H -2.352 -0.533 -1.411
H 0.754 -0.443 -0.049

8
Properties=species:S:1:pos:R:3 method="wB97M-V/def2-TZVPD" e_lumo_ev=-1.49 e_above_lowest_kcal_mol=77.2 e_tot_ev=-15861.3569 orbital_gap_ha=0.3231 max_force_ev_per_a=13.28
C 1.443 2.592 0.169
C 2.966 -0.919 -1.336
N 1.445 3.723 0.495
N 1.772 -0.989 -1.077
N 1.438 1.300 -0.084
P 0.044 0.602 -0.016
H 3.907 -1.121 -1.233
H -0.977 1.666 0.529

9
Properties=species:S:1:pos:R:3 method="wB97M-V/def2-TZVPD" e_lumo_ev=3.65 e_above_lowest_kcal_mol=2.0 e_tot_ev=-28247.8754 smiles="S=c1[nH]ncn1[S-]" charge=-1 orbital_gap_ha=0.2467 max_force_ev_per_a=3.99
S -1.872 -1.797 0.049
C -0.702 -0.681 0.000
N 0.608 -1.138 0.046
N 1.530 -0.043 -0.065
C 0.759 1.014 0.104
N -0.613 0.749 0.110
S -1.900 1.863 -0.025
H 0.906 -1.958 -0.407
H 1.285 1.991 0.189

8
Properties=species:S:1:pos:R:3 method="wB97M-V/def2-TZVPD" e_lumo_ev=-0.98 e_above_lowest_kcal_mol=81.3 e_tot_ev=-8062.6057 orbital_gap_ha=0.2910 max_force_ev_per_a=0.66
C 1.327 0.420 0.127
N 0.862 -0.868 0.210
N -0.402 -1.287 0.315
N -1.262 -0.441 -0.105
C -0.846 0.839 -0.328
N 0.314 1.333 0.028
H 1.573 -1.524 0.503
H -1.582 1.512 -0.756

8
Properties=species:S:1:pos:R:3 method="wB97M-V/def2-TZVPD" e_lumo_ev=0.51 e_above_lowest_kcal_mol=51.2 e_tot_ev=-8063.9132 orbital_gap_ha=0.3197 max_force_ev_per_a=1.21
C -0.166 1.166 -0.109
N -0.787 1.789 -0.962
N -0.287 -2.130 -0.945
N 0.049 -1.570 -0.006
C 0.419 -0.813 0.978
N 0.303 0.574 0.856
H -0.288 2.190 -1.746
H 0.734 -1.262 1.905

9
Properties=species:S:1:pos:R:3 method="wB97M-V/def2-TZVPD" e_lumo_ev=-0.62 e_above_lowest_kcal_mol=36.5 e_tot_ev=-10110.7211 smiles=Oc1cnnnn1 orbital_gap_ha=0.3491 max_force_ev_per_a=6.30
O 0.957 1.611 0.630
C 0.265 0.620 0.239
C 0.673 -0.403 -0.674
N -0.017 -1.484 -0.985
N -1.372 -1.481 -0.549
N -1.780 -0.625 0.208
N -0.933 0.363 0.796
H 0.489 1.943 1.419
H 1.718 -0.544 -1.084

9
Properties=species:S:1:pos:R:3 method="wB97M-V/def2-TZVPD" e_lumo_ev="-0.17 / -0.17" e_above_lowest_kcal_mol=89.4 e_tot_ev=-10108.4275 orbital_gap_ha="0.3050 / 0.3050" max_force_ev_per_a=3.15
C 1.100 0.589 -0.318
C 0.781 -0.699 0.225
N 0.134 1.401 -0.075
N -0.455 -1.090 0.160
N -0.941 1.621 0.254
N -1.563 -0.562 0.197
O -2.586 -0.817 -0.380
H 2.026 0.911 -0.748
H 1.504 -1.354 0.686